Here is a cluster of 2 separate species, C6H18N3O in total from the Open Molecules 2025 dataset. Energies are from the ωB97M-V functional and the def2-TZVPD basis.

Atoms and positions in Å:
C  -1.092  2.098  -0.672
C  3.982  1.101  -0.041
C  -1.290  -2.377  0.604
C  -3.558  -1.110  0.185
C  -1.324  -0.195  -0.067
C  1.486  0.186  0.238
N  -1.876  0.976  -0.355
N  2.731  0.753  -0.623
N  -2.080  -1.197  0.260
O  1.558  -1.195  0.410
H  -1.180  2.191  -1.796
H  -1.507  2.875  -0.161
H  0.038  1.893  -0.422
H  4.804  0.340  -0.156
H  4.432  1.970  -0.550
H  4.005  1.301  1.065
H  -1.708  -2.695  1.578
H  -1.340  -3.140  -0.293
H  -0.295  -2.011  0.837
H  -3.946  -1.141  1.148
H  -3.998  -0.359  -0.580
H  -3.966  -2.057  -0.246
H  -0.208  -0.087  0.030
H  1.902  0.615  1.196
H  -2.908  1.139  -0.244
H  2.906  0.059  -1.296
H  2.203  1.551  -0.996
H  2.231  -1.483  0.947

- electronic energy (Eh) = -478.5185
- net charge = +1
- energy relative to the best compared isomer or geometry (same formula, charge and spin) (kJ/mol) = 383.1
- frontier orbital gap (eV) = 8.911
- HOMO energy (eV) = -11.2



Here is a structure of composition C12H23ClIrN3O5Sb from the Open Molecules 2025 dataset. Energies are from the ωB97M-V functional and the def2-TZVPD basis.

Atoms and positions in Å:
Ir  -1.736  -1.481  -0.564
O  1.375  0.220  0.119
Cl  0.253  0.403  -0.712
O  0.284  1.571  -1.474
O  0.003  -0.831  -1.556
O  -1.046  0.309  0.127
C  7.877  -0.369  -1.480
C  7.179  0.017  -0.183
Sb  5.100  0.412  -0.468
C  4.924  1.641  -2.203
C  5.740  2.917  -1.988
C  4.385  1.523  1.209
C  4.120  0.667  2.441
H  8.939  -0.513  -1.285
H  7.788  0.406  -2.242
H  7.491  -1.302  -1.890
H  7.561  0.950  0.241
H  7.261  -0.750  0.585
H  3.864  1.848  -2.342
H  5.276  1.054  -3.049
H  5.365  3.509  -1.153
H  5.669  3.535  -2.884
H  6.797  2.711  -1.820
H  3.503  2.065  0.867
H  5.181  2.251  1.386
H  3.371  -0.101  2.248
H  3.748  1.297  3.249
H  5.027  0.181  2.799
N  -7.544  -3.675  -0.894
C  -6.488  -3.705  -0.442
N  -5.261  -3.818  0.098
C  -4.313  -3.084  -0.152
N  -3.297  -2.471  -0.344
C  -0.460  -4.417  2.137
C  -0.856  -5.156  0.857
C  -0.489  -4.175  -0.231
O  -0.691  -2.832  0.414
C  -0.939  -3.009  1.878
H  0.620  -4.440  2.285
H  -0.937  -4.831  3.023
H  -1.926  -5.365  0.845
H  -0.323  -6.096  0.732
H  -1.111  -4.213  -1.120
H  0.564  -4.198  -0.501
H  -2.006  -2.890  2.048
H  -0.379  -2.219  2.370

- electronic energy (Eh) = -1815.1960
- net charge = +2
- energy relative to the best compared isomer or geometry (same formula, charge and spin) (kJ/mol) = 12.7
- frontier orbital gap (alpha / beta) (eV) = 6.696 / 7.091
- 2S+1 = 2
- HOMO energy (alpha / beta) (eV) = -15.2 / -15.6



Here is a cluster of 3 separate species, C5H9N3O in total from the Open Molecules 2025 dataset. Energies are from the ωB97M-V functional and the def2-TZVPD basis.

Atoms and positions in Å:
C  2.511  1.245  0.354
C  2.809  -0.070  -0.135
N  3.031  -1.121  -0.525
H  1.435  1.313  0.522
H  2.813  1.987  -0.384
H  3.045  1.420  1.287
C  -1.416  1.209  -0.739
C  -1.255  -1.315  0.905
N  -0.758  1.636  0.182
C  -0.503  -1.863  -0.030
O  -2.609  -1.269  0.911
N  -2.146  0.593  -1.471
H  -2.946  -1.621  0.076
H  -0.848  -0.869  1.802
H  -0.789  2.566  0.544
H  -2.003  0.351  -2.429
H  0.567  -1.874  0.038
H  -0.938  -2.316  -0.907

- electronic energy (Eh) = -435.3620
- net charge = 0
- SMILES = N=C=N.C=CO.CC#N
- energy relative to the best compared isomer or geometry (same formula, charge and spin) (kJ/mol) = 251.4
- frontier orbital gap (eV) = 9.373
- HOMO energy (eV) = -8.8



Here is a cluster of 2 separate species, C4H11N2O2S in total from the Open Molecules 2025 dataset. Energies are from the ωB97M-V functional and the def2-TZVPD basis.

Atoms and positions in Å:
C  -3.041  -0.645  -0.067
C  3.570  0.509  0.766
C  2.875  -0.611  -0.048
C  1.367  -0.370  0.234
N  -3.188  0.309  0.889
N  -4.117  -0.927  -0.806
O  -1.875  -1.102  -0.209
O  0.340  -2.820  -0.394
S  0.322  -1.474  -0.832
H  4.577  0.522  0.411
H  3.135  1.413  0.771
H  3.667  0.157  1.717
H  3.268  -1.564  0.281
H  3.194  -0.352  -1.086
H  1.098  -0.620  1.206
H  1.087  0.695  0.051
H  -4.057  0.464  1.332
H  -2.365  0.513  1.461
H  -5.048  -0.583  -0.746
H  -4.106  -1.524  -1.611

- electronic energy (Eh) = -816.8828
- net charge = +1
- energy relative to the best compared isomer or geometry (same formula, charge and spin) (kJ/mol) = 22.6
- frontier orbital gap (eV) = 7.964
- HOMO energy (eV) = -14.2



Here is a structure of composition C36H28AuCl2N4P2Se from the Open Molecules 2025 dataset. Energies are from the ωB97M-V functional and the def2-TZVPD basis.

Atoms and positions in Å:
Au  -0.315  -1.531  0.271
N  -0.051  1.346  1.617
P  0.730  1.697  0.087
C  1.276  3.396  0.478
C  2.180  3.675  1.504
C  2.531  4.984  1.786
C  1.988  6.026  1.041
C  1.096  5.757  0.015
C  0.739  4.444  -0.265
C  2.295  0.757  0.261
C  3.104  0.699  -0.873
C  4.293  -0.015  -0.856
C  4.673  -0.699  0.291
C  3.863  -0.662  1.417
C  2.679  0.062  1.404
P  -1.098  0.049  1.687
C  -1.214  -0.399  3.433
C  -0.485  -1.480  3.924
C  -0.527  -1.788  5.275
C  -1.298  -1.023  6.138
C  -2.029  0.054  5.654
C  -1.990  0.365  4.305
C  -2.756  0.628  1.240
C  -3.826  -0.264  1.321
C  -5.089  0.126  0.908
C  -5.291  1.409  0.410
C  -4.230  2.298  0.327
C  -2.961  1.908  0.736
H  -0.143  2.105  2.280
H  2.624  2.863  2.069
H  3.236  5.196  2.579
H  2.269  7.048  1.260
H  0.680  6.567  -0.570
H  0.046  4.228  -1.070
H  2.800  1.220  -1.776
H  4.922  -0.038  -1.736
H  5.597  -1.262  0.305
H  4.155  -1.198  2.312
H  2.047  0.083  2.285
H  0.109  -2.076  3.241
H  0.038  -2.629  5.654
H  -1.334  -1.267  7.191
H  -2.634  0.647  6.327
H  -2.574  1.196  3.926
H  -3.669  -1.263  1.715
H  -5.918  -0.565  0.980
H  -6.278  1.714  0.091
H  -4.386  3.296  -0.061
H  -2.133  2.602  0.658
Cl  3.044  -3.653  -2.397
C  1.578  -4.495  -2.332
C  1.430  -5.673  -3.017
C  0.210  -6.336  -2.959
C  -0.890  -5.862  -2.239
C  -0.768  -4.693  -1.541
Cl  -2.114  -4.098  -0.695
C  0.497  -3.928  -1.523
N  0.712  -2.845  -0.880
H  2.248  -6.076  -3.597
H  0.100  -7.264  -3.507
H  -1.821  -6.409  -2.242
Se  -2.914  -0.111  -2.393
N  -1.231  -0.584  -2.076
C  -0.528  -0.280  -3.150
C  0.881  -0.489  -3.285
C  1.476  -0.120  -4.443
C  0.733  0.468  -5.525
C  -0.600  0.685  -5.440
C  -1.280  0.315  -4.236
N  -2.572  0.480  -4.023
H  1.429  -0.928  -2.458
H  2.541  -0.263  -4.571
H  1.267  0.743  -6.425
H  -1.166  1.129  -6.247

- electronic energy (Eh) = -5747.6490
- net charge = +1
- energy relative to the best compared isomer or geometry (same formula, charge and spin) (kJ/mol) = 20.0
- frontier orbital gap (eV) = 5.209
- HOMO energy (eV) = -10.6



Here is a structure of composition C5H12N2O from the Open Molecules 2025 dataset. Energies are from the ωB97M-V functional and the def2-TZVPD basis.

Atoms and positions in Å:
C  -1.562  -0.270  2.038
C  -0.630  -1.121  -1.688
C  -0.702  0.108  -0.877
O  -0.704  -0.817  1.075
N  -1.430  1.088  -0.915
H  -1.372  1.838  -0.237
H  -2.228  0.501  1.613
H  -2.194  -1.052  2.471
H  -1.003  0.190  2.863
H  -1.605  -1.608  -1.654
H  -0.380  -0.850  -2.715
H  0.128  -1.797  -1.304
N  2.114  -0.684  -0.195
C  1.237  0.390  -0.119
C  1.603  1.663  -0.331
H  3.101  -0.476  -0.272
H  1.915  -1.442  0.441
H  0.199  -0.073  0.706
H  0.869  2.442  -0.481
H  2.643  1.967  -0.418

- electronic energy (Eh) = -382.2955
- net charge = 0
- energy relative to the best compared isomer or geometry (same formula, charge and spin) (kJ/mol) = 543.5
- frontier orbital gap (eV) = 8.880
- HOMO energy (eV) = -8.3